(1)
An isolated molecule of C6H9N3O3 at a distorted geometry, computed with ωB97M-V/def2-TZVPD.

Structure (XYZ):
```
21
Properties=species:S:1:pos:R:3:forces:R:3
C 1.4278 -1.0967 -0.2840 0.088 -0.190 -0.316
C -0.9251 -0.5756 -1.2518 1.027 -0.545 -0.815
C 0.2121 0.7073 0.7958 -1.798 -2.054 -1.010
C -0.7678 -1.7154 -2.2169 0.111 -1.250 -1.768
C -0.8350 0.2307 1.8550 1.193 -3.414 -2.775
C 0.0666 2.0964 0.2340 0.378 -1.160 -0.398
N 2.2149 -0.3883 0.6859 1.743 -0.866 0.399
N 0.1494 -0.4844 -0.3876 2.444 2.726 3.608
N 1.6256 0.5122 1.3357 -1.951 -0.834 -1.765
O 2.0498 1.1774 2.2639 -0.159 -0.192 -0.452
O 1.9030 -2.0597 -0.8572 -0.982 1.509 0.749
O -1.8288 0.2098 -1.1884 -0.723 0.202 0.038
H -0.8072 -1.3947 -3.3522 -0.146 -0.344 2.421
H -1.6481 -2.4179 -2.0204 1.280 0.777 -0.408
H 0.2450 -2.2333 -2.0526 -1.853 0.580 -0.286
H -0.3246 -0.5592 2.4680 -0.619 0.402 -0.635
H -1.7148 -0.2417 1.2733 1.317 1.070 1.247
H -1.0900 0.9552 2.5165 -1.057 2.415 1.688
H -0.6544 2.1201 -0.5342 -1.190 -0.278 -0.675
H 0.9564 2.4025 -0.2678 0.945 0.408 0.071
H -0.2548 2.7552 0.9848 -0.048 1.039 1.083
```
Forces are in eV/Å.

As for the total energy: -16977.90711 eV. Its highest occupied orbital energy is -0.3964 Ha. The gap between HOMO and LUMO comes out at 10.187 eV. Its relative energy (zero: lowest compared OMol25 entry of this formula, charge and spin) is 64.1 kcal/mol.


(2)
A 2-piece molecular cluster, C6H9N3OS overall at a distorted geometry, computed with ωB97M-V/def2-TZVPD.

Structure (XYZ):
```
20
Properties=species:S:1:pos:R:3:forces:R:3
C -0.4648 -1.0374 0.0161 -0.130 -0.097 0.588
C 0.0035 -0.4088 -1.0523 1.984 2.681 -2.333
C 0.1112 -1.0423 1.3295 2.456 3.268 0.062
C 1.3352 0.4945 -0.9798 -1.967 0.290 -1.806
C 1.2849 -0.0046 1.5446 0.928 -2.630 -0.951
C 1.4941 1.0079 0.4344 -0.839 2.212 0.258
N -0.2891 -1.7984 2.2269 -0.585 -2.600 2.112
N -2.6184 0.4211 -0.7504 -0.990 -0.824 -0.844
N -2.4121 0.3702 -1.9616 0.678 0.071 4.793
O -0.6419 -0.3456 -2.2159 -0.242 -0.174 1.448
S -2.9068 0.8457 -3.3005 -0.987 0.476 -3.033
H -1.3682 -1.5221 -0.0684 -1.714 -1.422 -0.250
H 2.1437 -0.1146 -1.3730 0.333 -0.181 0.317
H 1.2293 1.3528 -1.7952 0.011 -1.665 1.889
H 1.2159 0.4730 2.5050 -0.151 0.052 0.438
H 2.1541 -0.7490 1.5709 -0.589 1.221 0.127
H 2.3503 1.6708 0.5938 0.815 -0.893 -0.120
H 0.7781 1.8666 0.5622 -0.332 -1.083 -0.120
H 0.2505 -1.9155 3.1296 -0.633 1.055 -1.452
H -3.6494 0.4358 -0.4160 1.954 0.242 -1.124
```
Forces are in eV/Å.

As for the total energy: -23715.09924 eV. Its highest occupied orbital energy (alpha / beta) is -0.3083 / -0.3043 Ha. The gap between HOMO and LUMO (alpha / beta) comes out at 6.899 / 6.719 eV. Its relative energy (zero: lowest compared OMol25 entry of this formula, charge and spin) is 121.2 kcal/mol.


(3)
An isolated ion of composition C6H9N4 and charge +1 at a distorted geometry, computed with ωB97M-V/def2-TZVPD.

Structure (XYZ):
```
19
Properties=species:S:1:pos:R:3:forces:R:3
C -2.6640 -0.5376 -0.1632 0.469 1.475 1.040
C -0.7591 2.1146 -0.0762 0.655 -1.128 0.412
C -0.0589 -0.7921 0.3484 -3.970 2.059 0.762
C 0.4817 1.4109 -0.5789 0.596 -1.263 1.118
C -1.9274 0.2470 0.7554 3.780 -1.570 -0.473
C 2.1942 -0.4242 -0.4113 0.031 -1.221 -1.010
N -3.2549 -1.1570 -0.8952 -1.468 -1.671 -1.856
N -1.7140 1.5565 0.5129 -0.970 0.299 0.060
N 0.8264 -0.0113 -0.1893 -2.194 1.346 -0.670
N 0.1123 -2.0288 0.7384 0.093 0.481 -0.155
H -0.8587 3.1652 -0.2935 0.252 0.367 -0.008
H 0.3552 1.4116 -1.6321 0.399 0.222 -1.257
H 1.4368 1.8095 -0.2460 -0.451 1.475 -0.417
H -1.9684 -0.1116 1.7585 -0.280 0.283 0.804
H 2.2234 -0.9266 0.5687 2.440 0.119 -0.344
H 2.2051 -1.2316 -1.2531 0.310 1.528 1.336
H 2.8892 0.4667 -0.6701 -1.108 -1.810 0.884
H -0.5670 -2.6756 1.1541 0.426 0.776 -0.394
H 1.0482 -2.2856 0.5726 0.992 -1.768 0.168
```
Forces are in eV/Å.

As for the total energy: -12317.81520 eV. Its highest occupied orbital energy is -0.5078 Ha. The gap between HOMO and LUMO comes out at 9.709 eV. Its net charge is +1. Its relative energy (zero: lowest compared OMol25 entry of this formula, charge and spin) is 111.1 kcal/mol.


(4)
A 2-piece molecular cluster, C6H9N4 overall at a distorted geometry, computed with ωB97M-V/def2-TZVPD.

Structure (XYZ):
```
19
Properties=species:S:1:pos:R:3:forces:R:3
C -1.3485 -0.1550 1.7794 0.403 -0.299 0.664
C -3.1418 0.6549 0.3912 -3.809 1.006 -2.076
C 0.8549 0.6401 0.3407 1.980 2.638 -0.759
C 1.2072 -1.3661 -0.8362 -1.249 1.450 -2.112
C 0.8576 3.1337 0.0158 -1.530 1.915 -0.948
C -1.8519 0.6250 0.6987 -0.263 -0.448 1.409
N -0.7166 -0.6643 2.6096 -0.735 0.243 -0.652
N -4.2967 0.8976 0.0547 3.184 -0.535 1.179
N 0.9773 -0.6024 0.3667 -1.372 -3.391 3.228
N 1.1692 1.7635 0.1502 -1.349 -1.634 0.791
H 1.9009 -0.6989 -1.3338 -0.003 -0.345 -1.091
H 1.7484 -2.2188 -0.5951 0.652 -1.700 0.494
H 0.2659 -1.5958 -1.4706 1.546 0.452 1.250
H -0.2552 3.4388 -0.2988 2.160 -1.203 0.971
H 1.4558 3.4629 -0.8573 -0.044 0.289 0.866
H 1.1356 3.6162 0.9868 -0.137 -0.115 -1.125
H -1.2593 1.4951 0.5077 -0.187 0.491 -0.386
H 0.7001 -1.1322 1.2933 0.459 1.473 -1.973
H -4.8091 0.6677 -0.7954 0.295 -0.288 0.270
```
Forces are in eV/Å.

As for the total energy: -12317.57417 eV. Its highest occupied orbital energy is -0.4926 Ha. The gap between HOMO and LUMO comes out at 9.557 eV. Its net charge is +1. Its relative energy (zero: lowest compared OMol25 entry of this formula, charge and spin) is 116.7 kcal/mol.


(5)
An isolated ion of composition C6H9N4O3 and charge +1 at a distorted geometry, computed with ωB97M-V/def2-TZVPD.

Structure (XYZ):
```
22
Properties=species:S:1:pos:R:3:forces:R:3
C -1.8121 1.5804 -1.4424 -0.822 -0.133 0.351
C -0.6833 1.5623 -0.3188 0.573 5.682 -0.006
O -0.2111 2.6768 0.0393 -1.419 -4.910 -1.208
N -0.1468 0.3655 0.3896 -1.280 -0.393 -0.642
C -1.1748 -0.6850 0.6459 -3.109 -3.855 -0.676
C -1.4683 -1.0268 2.2041 0.690 0.993 -1.705
O -1.7730 -1.3270 -0.2618 3.067 3.132 3.148
N 0.9774 -0.1599 -0.2113 3.910 -1.739 -1.460
C 1.2029 -0.7454 -1.5116 3.115 0.119 2.068
N 2.5936 -1.0901 -1.4913 -4.311 1.217 0.522
N 3.2655 -0.8231 -0.3230 -4.754 1.825 1.620
C 2.2420 -0.2472 0.4900 2.415 -0.736 -0.739
O 2.5520 0.1449 1.7929 -1.731 -0.738 -3.251
H -2.7042 0.9008 -1.1788 1.624 0.790 -0.547
H -1.4139 1.3395 -2.4888 -0.399 0.047 1.617
H -2.2466 2.6438 -1.5033 1.067 -1.564 0.321
H -2.4502 -1.5999 2.2231 1.497 0.767 0.178
H -1.4878 -0.0275 2.7523 -0.135 -1.466 -0.492
H -0.5659 -1.6334 2.5634 -1.376 0.720 -0.364
H 0.4293 -0.8830 -2.3304 1.284 0.179 1.260
H 3.1036 -1.5254 -2.2718 -0.363 0.294 0.538
H 1.7718 0.5599 2.2328 0.458 -0.231 -0.531
```
Forces are in eV/Å.

As for the total energy: -18459.73180 eV. The SMILES is CC(=O)N(C(C)=O)n1c[nH+]nc1O. Its highest occupied orbital energy is -0.5286 Ha. The gap between HOMO and LUMO comes out at 9.698 eV. Its net charge is +1. Its relative energy (zero: lowest compared OMol25 entry of this formula, charge and spin) is 97.3 kcal/mol.


(6)
An isolated molecule of C6H9NO, computed with ωB97M-V/def2-TZVPD.

Structure (XYZ):
```
17
Properties=species:S:1:pos:R:3:forces:R:3
C -1.8198 0.2541 0.0989 0.131 0.117 -0.134
C 0.4633 0.6207 1.0565 -0.349 0.338 -0.424
C 1.1600 -0.3614 1.5596 0.211 0.209 0.032
C -0.3318 0.4499 -0.2263 0.067 -0.038 0.252
C 0.1806 -0.7175 -1.0155 -0.093 0.182 0.032
C 0.7405 -0.6211 -2.2060 0.038 -0.079 -0.128
O 0.4354 1.8649 1.6705 0.064 -0.053 0.044
N 1.6678 -1.3554 2.0506 -0.057 -0.654 0.432
H -0.3870 2.3035 1.4275 0.013 -0.064 0.044
H 2.6404 -1.5741 1.8487 0.054 0.310 -0.179
H -0.2071 1.3666 -0.8170 0.072 -0.083 0.028
H 0.0566 -1.6806 -0.5390 0.015 -0.204 0.013
H -2.2143 1.0917 0.6725 -0.087 0.042 0.069
H -2.3933 0.1697 -0.8217 -0.097 0.019 -0.046
H -1.9564 -0.6548 0.6806 -0.023 -0.061 0.060
H 1.0932 -1.4855 -2.7420 0.047 -0.209 -0.053
H 0.8720 0.3292 -2.6979 -0.005 0.228 -0.042
```
Forces are in eV/Å.

As for the total energy: -9903.09381 eV. The SMILES is C=C[C@@H](C)C(O)=C=N. Its highest occupied orbital energy is -0.2953 Ha. The gap between HOMO and LUMO comes out at 8.848 eV. Its relative energy (zero: lowest compared OMol25 entry of this formula, charge and spin) is 57.9 kcal/mol.


(7)
An isolated molecule of C6H9NO at a distorted geometry, computed with ωB97M-V/def2-TZVPD.

Structure (XYZ):
```
17
Properties=species:S:1:pos:R:3:forces:R:3
C 0.8454 -1.3106 -0.9834 -1.232 3.692 2.405
C 0.0075 -1.7144 0.2873 2.697 -2.868 1.882
C -0.5055 0.9216 1.0933 -1.624 2.784 1.012
C -0.8400 1.8649 -0.2477 -1.202 -1.665 0.084
C 0.1446 0.1126 -0.8196 1.208 -0.901 0.276
C 0.6753 0.2667 0.6497 1.524 3.951 0.060
H 0.4151 -1.9648 -1.6840 0.684 -0.838 -1.637
H 1.9098 -1.2486 -0.5879 -1.158 -0.476 -1.743
H 0.8651 -2.5139 0.6541 -3.173 1.273 0.138
H -0.9372 -2.0764 -0.0400 -0.705 -0.909 0.262
H -0.8129 1.5320 2.0834 1.312 -1.917 -2.024
H -1.9673 1.6815 -0.5772 2.513 0.728 0.085
H -0.6078 2.8601 0.0734 -0.196 0.662 0.028
H -1.0126 -0.0275 -0.7373 2.153 -0.906 -0.573
H 1.7026 0.7891 0.6883 -1.139 -1.574 0.473
N -0.0983 -0.6574 1.4281 0.671 -0.281 -2.316
O 0.2163 1.4852 -1.2804 -2.331 -0.755 1.588
```
Forces are in eV/Å.

As for the total energy: -9897.22338 eV. The SMILES is C1CN2[C@H]3[C@H]1OC[C@H]32. Its highest occupied orbital energy is -0.3360 Ha. The gap between HOMO and LUMO comes out at 10.221 eV. Its relative energy (zero: lowest compared OMol25 entry of this formula, charge and spin) is 193.3 kcal/mol.


(8)
C6H9NO as an isolated structure at a distorted geometry, computed with ωB97M-V/def2-TZVPD.

Structure (XYZ):
```
17
Properties=species:S:1:pos:R:3:forces:R:3
C -1.0693 0.9742 -1.3316 -0.124 0.960 -0.312
C -0.1162 0.2543 -0.3598 -7.091 3.185 -0.556
C 1.2402 0.4916 -0.2083 3.194 1.394 2.841
C 0.1341 -1.1389 1.0994 3.198 1.569 6.414
C -0.6928 0.1130 1.2184 -0.155 2.923 -0.530
C -0.2328 -1.1706 -0.2162 -0.971 -6.252 -8.300
H -1.9253 0.2627 -1.3220 0.120 0.976 -0.443
H -1.4462 2.0916 -0.9737 1.208 -2.985 -0.945
H -0.6253 0.9864 -2.3973 -0.821 0.254 1.649
H 1.4996 1.4944 0.1962 -0.317 -0.445 0.685
H 1.9221 0.4771 -0.9545 1.322 -0.518 -3.464
H 2.2009 -1.5818 0.3861 -2.559 4.024 0.382
H 0.2327 -1.6344 2.0632 -0.198 -1.431 -0.892
H -0.5623 1.0761 1.7569 1.258 -0.875 0.265
H -1.7618 -0.0449 1.4854 0.437 -0.584 -1.344
N 1.5519 -0.6302 0.6824 1.934 -3.687 2.245
O -0.3496 -2.0207 -1.1248 -0.434 1.495 2.303
```
Forces are in eV/Å.

As for the total energy: -9900.40154 eV. Its highest occupied orbital energy is -0.3283 Ha. The gap between HOMO and LUMO comes out at 9.846 eV. Its relative energy (zero: lowest compared OMol25 entry of this formula, charge and spin) is 120.0 kcal/mol.


(9)
An isolated molecule of C6H9NO at a distorted geometry, computed with ωB97M-V/def2-TZVPD.

Structure (XYZ):
```
17
Properties=species:S:1:pos:R:3:forces:R:3
C 0.2772 -0.2333 0.6853 0.196 0.646 -1.405
C -1.5041 1.5174 0.4908 4.360 -1.466 0.904
C -1.0848 0.2326 0.5880 -1.506 0.692 -0.069
C 1.6348 -0.0745 0.2589 0.541 -0.322 -0.633
C -2.1369 -0.9107 0.5360 -0.990 4.034 1.066
C 2.2731 -0.3849 -1.1556 -1.888 1.716 1.194
N 0.9810 -1.2328 0.9799 0.161 -0.018 0.337
O 2.3521 0.8411 1.0445 0.333 -0.385 -0.298
H -2.4838 1.6436 0.6355 -3.874 0.710 -0.141
H -0.8900 2.4082 0.6267 0.202 -0.424 -0.336
H -2.6426 -0.8941 1.5747 0.907 -1.151 -1.773
H -1.5627 -1.6601 0.1071 0.219 -2.520 0.094
H -2.8635 -0.5536 -0.2281 0.170 -0.540 0.668
H 3.2395 -0.8628 -0.9565 -0.008 0.546 -0.617
H 2.1691 0.5712 -1.7535 1.252 -0.880 0.723
H 1.6222 -1.0246 -1.7338 -0.086 -0.713 0.242
H 3.2687 0.5432 1.0988 0.011 0.076 0.044
```
Forces are in eV/Å.

As for the total energy: -9902.16762 eV. The SMILES is C=C(C)C1=N[C@]1(C)O. Its highest occupied orbital energy is -0.3406 Ha. The gap between HOMO and LUMO comes out at 9.692 eV. Its relative energy (zero: lowest compared OMol25 entry of this formula, charge and spin) is 79.2 kcal/mol.


(10)
A 2-piece molecular cluster, C6H9NO overall at a distorted geometry, computed with ωB97M-V/def2-TZVPD.

Structure (XYZ):
```
17
Properties=species:S:1:pos:R:3:forces:R:3
C 2.3948 0.1305 -0.1593 -2.401 -0.348 0.077
C 3.5164 0.6306 -0.5963 1.161 -1.808 1.855
C -2.6176 1.3620 0.4283 0.251 -0.886 -1.553
C 1.6460 -0.5184 0.9373 0.551 0.333 0.771
C 0.9148 -0.1223 -0.3486 2.091 1.589 1.729
C -3.1324 -0.7315 -0.2909 -1.861 -1.360 -0.157
N -2.5412 2.1706 1.2132 0.009 2.008 2.350
O -2.5972 0.5750 -0.5701 0.244 -1.194 -0.259
H 3.7391 0.9625 -1.5527 -0.101 0.939 -1.632
H 4.3840 0.3431 0.0124 -0.075 0.629 -0.132
H 1.8205 -1.5789 1.2063 -0.120 0.786 -0.262
H 1.4691 0.1779 1.7983 0.018 -0.960 -0.727
H 0.6453 -0.8364 -1.0342 -0.679 -1.653 -1.436
H -2.6259 -1.3765 0.4958 -0.441 1.536 -0.533
H -3.0110 -1.3037 -1.2185 -0.104 0.362 0.132
H -4.2679 -0.5930 -0.1100 1.924 -0.474 0.015
H 0.2631 0.7085 -0.2111 -0.466 0.501 -0.239
```
Forces are in eV/Å.

As for the total energy: -9901.41200 eV. The SMILES is C=C1CC1.COC#N. Its highest occupied orbital energy is -0.3610 Ha. The gap between HOMO and LUMO comes out at 10.413 eV. Its relative energy (zero: lowest compared OMol25 entry of this formula, charge and spin) is 96.7 kcal/mol.


(11)
C6H9NO as an isolated structure at a distorted geometry, computed with ωB97M-V/def2-TZVPD.

Structure (XYZ):
```
17
Properties=species:S:1:pos:R:3:forces:R:3
C 0.3081 -0.8343 1.1887 -2.191 -1.860 -0.528
C 0.4486 0.7262 0.9689 1.933 -0.105 4.831
C -0.7585 1.4980 0.4212 1.383 0.304 -1.544
C 0.0858 1.0478 -0.9601 -0.866 0.576 1.238
C -0.4627 -0.4843 -1.1493 -1.350 3.114 -1.332
C 0.4189 -1.2291 -0.3203 1.666 -0.774 1.624
H -0.5943 -1.1334 1.8142 0.810 0.606 -0.917
H 1.1576 -1.3743 1.5948 0.233 0.757 0.809
H 1.0386 1.0000 1.9096 -1.261 0.453 -0.758
H -0.8082 2.6560 0.5476 0.391 -2.296 -0.035
H -1.6984 1.0163 0.6134 -0.596 0.004 -0.140
H 0.3427 1.8930 -1.5849 -0.805 -0.419 -1.276
H -1.5836 -0.6184 -1.1346 1.160 0.996 1.056
H -0.7461 -2.5157 -1.8073 2.116 2.786 0.598
H 1.5343 -0.9742 -0.3187 -1.730 -0.252 -1.474
N 0.0385 -1.7047 -1.6891 -0.559 -3.674 -0.546
O 1.2789 1.0309 -0.0941 -0.335 -0.218 -1.606
```
Forces are in eV/Å.

As for the total energy: -9898.82230 eV. Its highest occupied orbital energy is -0.3200 Ha. The gap between HOMO and LUMO comes out at 9.687 eV. Its relative energy (zero: lowest compared OMol25 entry of this formula, charge and spin) is 156.4 kcal/mol.


(12)
C6H9NO as an isolated structure at a distorted geometry, computed with ωB97M-V/def2-TZVPD.

Structure (XYZ):
```
17
Properties=species:S:1:pos:R:3:forces:R:3
C -2.2752 -0.2123 0.0763 -2.855 -0.805 -2.111
C -1.0882 0.7414 0.1894 0.312 -1.422 -1.267
C 1.1274 0.8992 -0.1815 0.486 0.171 0.373
C 1.2102 -0.5123 -0.9642 0.397 1.279 1.928
C 1.2055 -0.0734 1.0116 -1.804 0.668 0.956
C -0.8304 -0.6323 -0.1868 0.093 -1.738 1.490
H -2.7879 -0.5159 -0.9008 0.720 1.105 1.120
H -3.1448 -0.2872 0.7890 1.759 0.221 0.244
H -0.9739 0.9014 1.2048 -0.046 -0.043 2.233
H 1.9682 1.6943 -0.0099 -1.536 -1.255 -1.490
H 0.7516 -0.6777 -1.9261 0.270 0.045 -0.203
H 2.2448 -0.7116 -0.8644 1.063 -0.892 -0.693
H 2.2164 -0.3672 1.1214 1.097 -0.279 0.134
H 0.8838 0.2581 2.0164 -0.321 -0.365 -0.445
H -0.8702 -0.8769 -1.2455 -0.187 0.395 0.298
N 0.5069 -1.1872 0.2849 -0.298 0.845 -1.523
O -0.1439 1.5597 -0.4146 0.850 2.069 -1.043
```
Forces are in eV/Å.

As for the total energy: -9898.70347 eV. Its highest occupied orbital energy is -0.3069 Ha. The gap between HOMO and LUMO comes out at 9.391 eV. Its relative energy (zero: lowest compared OMol25 entry of this formula, charge and spin) is 159.1 kcal/mol.